Entry 1:
An isolated molecule of C4H5NO2 at a distorted geometry, computed with ωB97M-V with the def2-TZVPD basis set.

```
12
Properties=species:S:1:pos:R:3
O 2.37 -1.30 1.04
C 1.41 -0.69 0.54
N 0.22 -1.20 0.19
C -0.67 -0.31 -0.61
C -0.97 0.95 0.21
C 0.24 0.87 -0.66
O 1.35 0.61 0.15
H -0.13 -2.05 0.44
H -1.53 -1.09 -1.19
H -1.93 1.22 -0.11
H -0.86 1.11 1.25
H 0.49 1.88 -1.26
```

Values from the calculation:
frontier orbital gap	10.0	eV
E_LUMO	0.02194	Ha
SMILES	O=C1N[C@H]2C[C@H]2O1



Entry 2:
An isolated molecule of C4H5NO2, computed with ωB97M-V with the def2-TZVPD basis set.

```
12
Properties=species:S:1:pos:R:3
N 1.44 -0.38 -1.96
C 0.92 -0.67 -0.78
C 0.34 0.44 -0.04
C -0.55 0.27 0.96
O -0.75 1.15 1.98
C -1.53 -0.84 0.95
O -1.92 -1.33 -0.08
H 1.95 -1.10 -2.45
H 1.34 0.49 -2.49
H 0.61 1.49 -0.16
H 0.08 1.63 2.13
H -1.92 -1.15 1.94
```

Values from the calculation:
frontier orbital gap (alpha / beta)	7.6 / 7.6	eV
E_LUMO (alpha / beta)	-0.01051 / -0.01051	Ha



Entry 3:
An isolated molecule of C4H5NO2 at a distorted geometry, computed with ωB97M-V with the def2-TZVPD basis set.

```
12
Properties=species:S:1:pos:R:3
O 1.66 1.66 0.49
C 1.98 0.52 0.31
C 0.99 -0.62 0.02
O 1.36 -1.63 -0.55
N -0.29 -0.39 0.47
C -1.48 -0.75 -0.24
C -1.16 0.68 0.07
H 3.06 0.37 0.22
H -2.24 -1.27 0.34
H -1.36 -1.09 -1.27
H -0.84 1.32 -0.75
H -1.68 1.19 0.88
```

Values from the calculation:
frontier orbital gap	9.8	eV
E_LUMO	-0.00486	Ha
SMILES	O=CC(=O)N1CC1



Entry 4:
An isolated molecule of C4H5NO2, computed with ωB97M-V with the def2-TZVPD basis set.

```
12
Properties=species:S:1:pos:R:3
C -0.52 1.87 -0.79
O 0.49 0.95 -1.29
C 0.76 -0.23 -0.36
N 1.61 0.71 -0.22
O 0.74 -1.70 2.08
C 0.08 -2.04 1.12
C 0.03 -1.35 -0.16
H -1.02 1.42 0.07
H -0.02 2.80 -0.51
H -1.22 2.02 -1.61
H -0.58 -2.93 1.17
H -0.58 -1.73 -0.97
```

Values from the calculation:
frontier orbital gap	9.5	eV
E_LUMO	0.02396	Ha



Entry 5:
A structure of composition C4H5NO2 at a distorted geometry, computed with ωB97M-V with the def2-TZVPD basis set.

```
12
Properties=species:S:1:pos:R:3
N -2.04 -0.26 -0.05
C -0.80 0.00 -0.42
C 0.34 -0.91 -0.39
C 1.24 0.08 0.07
O 2.49 -0.07 0.53
C 0.58 1.29 0.09
O -0.58 1.23 -0.83
H -2.67 0.50 0.18
H -2.14 -1.11 0.48
H 0.52 -1.74 -1.06
H 2.69 -1.02 0.55
H 0.37 2.00 0.85
```

Values from the calculation:
frontier orbital gap	7.5	eV
E_LUMO	0.02716	Ha



Entry 6:
A cluster of 2 separate species, C4H5NO2 in total, computed with ωB97M-V with the def2-TZVPD basis set.

```
12
Properties=species:S:1:pos:R:3
O -0.47 -1.74 1.96
C -0.33 -1.08 0.98
C 0.57 0.12 0.82
C 1.04 0.19 -0.61
N 0.42 -0.40 -1.56
C -0.90 -0.78 -1.34
O -1.13 -1.33 -0.14
H 0.08 1.03 1.19
H 1.45 -0.05 1.46
H 1.97 0.72 -0.83
H -1.14 1.92 -0.80
H -1.56 1.40 -1.12
```

Values from the calculation:
frontier orbital gap	8.4	eV
E_LUMO	-0.03213	Ha



Entry 7:
An isolated molecule of C4H5NO2 at a distorted geometry, computed with ωB97M-V with the def2-TZVPD basis set.

```
12
Properties=species:S:1:pos:R:3
O -1.04 -1.78 1.57
C -0.75 -1.00 0.69
C -0.02 0.30 0.93
C 1.06 0.64 -0.10
N 0.48 0.66 -1.47
C -0.48 -0.13 -1.60
O -1.07 -1.13 -0.62
H -0.77 1.10 0.94
H 0.41 0.21 1.92
H 1.87 -0.09 -0.09
H 1.51 1.62 0.14
H -1.22 -0.41 -2.34
```

Values from the calculation:
frontier orbital gap	11.3	eV
E_LUMO	0.02775	Ha
SMILES	O=C1CCN=CO1



Entry 8:
An isolated molecule of C4H5NO2 at a distorted geometry, computed with ωB97M-V with the def2-TZVPD basis set.

```
12
Properties=species:S:1:pos:R:3
O 1.60 0.44 -0.74
C 1.67 -0.86 -0.37
C 0.80 0.52 0.48
C -0.45 1.28 0.17
N -0.53 -0.06 0.66
C -1.20 -1.09 0.00
O -2.17 -0.93 -0.69
H 1.11 -1.42 -1.15
H 1.39 0.69 1.38
H -0.72 1.44 -0.87
H -0.72 2.07 0.87
H -0.78 -2.08 0.25
```

Values from the calculation:
frontier orbital gap	8.8	eV
E_LUMO	0.00005	Ha



It is found that the energy relative to the best compared isomer or geometry (same formula, charge and spin) values, taken in the order of the records, are 296.55 341.36 193.85 530.52 403.47 424.91 97.22 617.99 kJ/mol.
It is found that the calculated total energy values, taken in the order of the records, are -9811.241 -9810.777 -9812.306 -9808.816 -9810.133 -9809.911 -9813.307 -9807.910 eV.